No. 1
11
Properties=species:S:1:pos:R:3:forces:R:3:mulliken_charge:R:1 method="wB97M-V/def2-TZVPD" lumo_ev=0.83 relative_energy_ev=0.545 smiles=Nc1ncc[nH]1 homo_energy_ev=-8.01 multiplicity=1
C 0.52904 -0.23106 -0.40550 -0.648 1.067 1.761 0.34
C -1.08425 1.18071 -0.31454 -0.659 2.904 -2.912 -0.23
C -1.30783 0.43272 0.73443 -0.523 -2.052 1.729 -0.23
H 2.11553 -0.72875 -1.54165 0.009 -0.197 0.982 0.23
H 2.24039 -1.39721 0.09243 -0.451 0.240 -0.339 0.19
H -1.79563 2.02504 -0.56435 1.335 -1.105 -0.232 0.30
H -2.20162 0.31310 1.39637 1.263 0.379 -0.642 0.31
H -0.01812 -1.03047 1.58269 -0.199 0.572 -1.823 0.25
N 1.73817 -0.85690 -0.59847 -0.162 0.130 -1.245 -0.39
N 0.07615 0.82271 -1.07998 -1.040 -0.996 1.756 -0.61
N -0.29183 -0.52989 0.69857 1.076 -0.941 0.966 -0.16


No. 2
38
Properties=species:S:1:pos:R:3:forces:R:3:mulliken_charge:R:1 method="wB97M-V/def2-TZVPD" lumo_ev=-14.11 relative_energy_ev=3.681 charge=+2 homo_energy_ev=-16.27 multiplicity=1
Tl -3.05476 0.32535 0.20097 1.034 -0.096 0.312 1.02
F -0.22346 -0.08739 -0.01161 -0.619 0.342 0.008 -0.38
C 1.88923 -1.54899 -2.07700 -0.173 -1.268 0.435 -0.51
O 2.81566 -2.51247 -2.54032 -0.181 0.734 0.080 -0.16
C 3.01311 -2.55300 -3.90260 0.093 -0.601 1.078 0.69
O 2.51650 -1.81047 -4.67819 -0.154 0.484 -0.476 -0.39
O 3.84521 -3.55806 -4.07387 -0.120 0.025 -0.111 -0.22
C 4.47329 -3.64020 -5.32848 0.811 -0.772 -1.585 -0.64
H 1.75779 -1.73194 -1.01053 0.286 0.179 -0.099 0.25
H 0.95057 -1.74575 -2.59498 -0.360 0.357 -0.387 0.35
H 2.18039 -0.51738 -2.27478 0.221 0.231 -0.180 0.31
H 4.93840 -4.61925 -5.44354 0.239 0.182 0.703 0.28
H 5.20575 -2.83952 -5.43093 0.263 0.063 0.195 0.33
H 3.86718 -3.57120 -6.23180 -0.936 0.446 0.391 0.34
C -0.16450 -1.01068 3.06147 0.202 0.759 -1.784 -0.41
O -1.01324 -1.25227 4.12251 -1.985 -1.159 1.323 -0.26
C -2.31316 -1.49841 3.82610 -1.657 -0.702 0.264 0.67
O -2.89784 -1.28518 2.71867 1.804 -0.284 2.945 -0.47
O -2.88894 -2.09133 4.93179 1.225 1.841 -1.874 -0.26
C -4.32313 -1.92460 5.21868 0.341 -1.067 -0.991 -0.60
H 0.90578 -0.93128 3.25198 -0.302 -0.404 1.054 0.34
H -0.46891 -0.00859 2.75940 0.241 0.154 -1.052 0.14
H -0.33288 -1.77643 2.30425 0.042 0.362 -0.397 0.31
H -4.53532 -2.63173 6.02057 0.276 0.436 0.199 0.25
H -4.82677 -2.34573 4.34857 -0.371 0.516 -0.016 0.33
H -4.57560 -0.88933 5.44799 0.125 -0.212 -0.043 0.29
C -2.15793 5.58468 -1.14744 -0.608 -0.229 -0.633 -0.58
O -0.88212 5.07507 -0.85741 1.303 -2.150 1.569 -0.26
C -0.75359 3.90217 -0.23605 -1.141 -0.136 0.613 0.81
O -1.65589 3.09107 0.12188 2.721 2.020 -1.141 -0.52
O 0.58984 3.81890 -0.01730 0.100 -2.584 0.741 -0.21
C 1.16605 2.64907 0.62934 -0.560 0.456 1.284 -0.41
H -2.88393 4.79743 -0.94430 -0.277 0.415 -0.168 0.33
H -2.03605 5.78991 -2.21098 -0.852 0.413 0.085 0.25
H -2.31153 6.47498 -0.53764 -0.112 -0.025 -0.206 0.26
H 1.51915 1.83930 -0.00917 -0.266 -0.185 -1.200 0.18
H 0.59213 2.14870 1.40931 -0.980 0.453 -0.450 0.20
H 2.07348 2.88456 1.18542 0.327 1.008 -0.485 0.36


No. 3
80
Properties=species:S:1:pos:R:3:forces:R:3:mulliken_charge:R:1 method="wB97M-V/def2-TZVPD" lumo_ev=0.50 relative_energy_ev=5.483 smiles=c1cc[nH]c1.c1cc[nH]c1.c1cc[nH]c1.c1cc[nH]c1.c1cc[nH]c1.c1cc[nH]c1.c1cc[nH]c1.c1cc[nH]c1 homo_energy_ev=-7.43 multiplicity=1
N -1.71024 0.90224 3.02765 -1.114 0.021 -0.381 0.16
C -1.05224 -0.01276 3.78865 0.350 0.847 -0.416 -0.43
C 0.23176 0.40424 3.92565 0.613 1.654 -1.398 -0.79
C 0.39476 1.59724 3.14465 -2.321 1.348 -0.965 -0.36
C -0.95424 1.95124 2.58665 3.762 -1.691 1.459 -0.36
H -2.59424 0.64924 2.60565 0.091 0.394 0.471 0.47
H -1.46924 -0.93976 4.06965 -0.707 -0.489 0.319 0.42
H 1.02576 -0.08376 4.42565 0.482 -0.425 0.442 0.50
H 1.33876 2.15124 2.98565 -0.879 -0.327 0.217 0.35
H -1.33424 2.74424 1.90165 0.493 -0.849 0.902 0.15
N -2.79824 6.81224 1.66965 1.048 -0.898 -1.938 0.01
C -3.14324 6.48724 0.33765 0.092 0.366 2.375 -0.58
C -2.19724 5.66424 -0.16935 1.376 -0.171 -0.840 -0.31
C -1.12224 5.48024 0.76565 -0.438 2.145 4.073 -0.17
C -1.55324 6.29624 2.01365 -0.954 -2.184 -5.242 -0.60
H -3.40424 7.38024 2.21365 -0.024 0.373 0.611 0.18
H -4.02924 6.87824 -0.13035 -0.090 -0.002 0.149 0.41
H -2.27024 5.40524 -1.23535 0.412 -0.351 0.731 0.37
H -0.10824 4.95624 0.76665 -1.862 0.766 -0.416 0.36
H -1.12024 6.52924 2.95265 0.410 -0.146 0.508 0.42
N 5.01476 -2.85776 -2.39135 0.056 3.657 2.139 0.02
C 5.99776 -3.75876 -2.66835 -5.843 -2.737 -2.521 -0.40
C 5.14176 -4.79076 -3.41035 2.420 0.670 1.748 -0.72
C 3.78876 -4.32276 -3.43635 0.213 -2.096 -0.787 -0.38
C 3.72476 -3.10276 -2.81835 1.475 -0.623 0.315 0.06
H 5.17476 -2.00276 -1.76135 -0.055 -1.648 -1.379 0.40
H 6.96876 -3.66976 -2.24935 0.537 -0.110 -0.078 0.40
H 5.47576 -5.83576 -3.66035 -0.342 1.491 0.014 0.29
H 2.95176 -4.98776 -3.81235 1.085 1.229 0.405 0.28
H 2.86776 -2.51176 -2.51235 0.576 0.089 -0.119 0.15
N 0.57976 -0.80676 -1.28735 0.015 1.065 -0.899 0.57
C 0.98576 -0.16676 -2.48835 -0.825 -1.033 1.798 -0.84
C 1.02676 1.18624 -2.31735 -0.183 0.135 -0.338 -1.49
C 0.61676 1.44224 -1.00635 -0.624 -4.443 1.401 -1.09
C 0.32576 0.14624 -0.33135 0.305 3.139 -1.795 0.47
H 0.40776 -1.83076 -1.19235 0.412 1.545 -0.118 -0.14
H 1.11676 -0.72976 -3.35635 0.405 -0.880 -1.069 0.69
H 1.27676 1.92324 -3.09835 -0.122 -0.562 0.635 0.47
H 0.55276 2.37624 -0.59635 -0.212 2.061 1.266 1.02
H -0.15224 -0.00776 0.66665 0.910 -0.092 -1.039 0.23
N -3.67924 -0.13976 1.32865 -1.582 1.292 -0.417 -0.29
C -2.81024 -1.19076 1.11565 -1.022 1.035 -0.794 0.02
C -3.10924 -2.15376 2.03065 0.051 0.269 0.919 -0.59
C -4.04724 -1.68676 2.97165 -2.808 3.145 -1.323 -0.89
C -4.54524 -0.35576 2.43565 3.573 -3.852 -0.397 -0.46
H -3.78424 0.72524 0.68565 0.360 -2.302 1.517 0.39
H -2.07524 -1.14476 0.29965 -0.635 -0.046 0.516 0.41
H -2.66424 -3.10776 2.05465 0.516 -0.883 0.223 0.57
H -4.52524 -2.24576 3.80065 0.561 0.551 -0.726 0.39
H -5.27924 0.38324 2.73065 0.181 -0.266 0.036 0.39
N -0.39924 -3.41976 -1.18935 -0.471 0.077 -1.078 -0.24
C -0.21524 -3.45076 0.17865 -0.326 -0.568 -0.425 0.17
C 0.95676 -4.14376 0.41565 -0.344 -0.172 0.628 -1.02
C 1.54076 -4.57676 -0.79635 -0.855 1.293 -3.358 -0.26
C 0.68376 -3.95576 -1.85335 1.278 -2.587 1.392 -0.35
H -1.24324 -3.14676 -1.72835 0.911 -0.088 1.047 0.26
H -0.95124 -3.04976 0.87765 0.454 -0.191 -0.441 0.15
H 1.23876 -4.32876 1.45065 0.369 -0.116 -0.455 0.45
H 2.45876 -5.21076 -1.06035 -1.528 1.382 0.807 0.39
H 0.69276 -4.01876 -2.99335 0.060 0.035 2.004 0.33
N -3.85424 2.55024 0.14065 -1.277 1.032 0.466 0.04
C -5.03724 2.06424 -0.37935 2.062 -2.509 -3.459 -0.78
C -4.65124 1.26924 -1.59135 0.812 3.909 4.127 -0.57
C -3.25924 1.55524 -1.70835 0.408 -2.230 -1.563 -0.47
C -2.80124 2.26824 -0.66735 0.569 0.765 1.289 -0.22
H -3.78724 3.17524 0.94865 -0.118 -0.337 -0.596 0.20
H -5.96124 2.15524 0.11365 -0.825 0.203 0.481 0.54
H -5.21224 0.64724 -2.21635 -0.953 -0.515 -0.616 0.51
H -2.54624 1.08324 -2.39735 -0.577 0.317 0.065 0.41
H -1.80524 2.51624 -0.31735 -0.213 0.009 -0.492 0.29
N 3.54576 -0.18776 -0.74435 0.190 -0.506 0.367 0.11
C 3.58376 -1.15476 0.26365 -0.878 0.777 -1.146 -0.09
C 4.91076 -1.38876 0.56765 -1.557 0.423 -0.030 -0.41
C 5.67876 -0.52276 -0.20935 -0.358 1.871 -2.270 -1.14
C 4.80576 0.22624 -1.10435 0.396 -1.829 2.436 -0.38
H 2.69276 0.14224 -1.19835 0.494 -0.151 0.330 0.59
H 2.61776 -1.57676 0.61565 1.130 0.286 -0.239 0.18
H 5.18276 -2.12176 1.28365 0.604 -0.289 0.458 0.44
H 6.74376 -0.39176 -0.17535 0.205 -0.100 -0.049 0.40
H 4.93676 0.96524 -1.89735 0.200 -0.371 0.520 0.37


No. 4
25
Properties=species:S:1:pos:R:3:forces:R:3:mulliken_charge:R:1 method="wB97M-V/def2-TZVPD" lumo_ev=-3.13 relative_energy_ev=1.380 smiles=C[Si](C)(C)[C@H](N)C[NH3+] charge=+1 homo_energy_ev=-13.48 multiplicity=1
C -1.64812 1.46132 1.32833 -2.552 0.422 -0.035 -1.10
C -2.03093 -0.00680 -1.41632 0.195 3.289 0.613 -1.17
C 0.42432 2.22003 -1.26764 -0.927 -0.732 1.343 -1.30
C 0.48449 -1.87537 0.00308 -2.630 0.547 0.816 -1.13
C 0.38291 -0.51575 0.68514 3.149 0.796 -0.168 -0.09
N 1.63842 -2.47073 0.61915 2.014 -2.226 -2.512 -0.14
N 1.96768 -0.01801 0.57969 -2.109 2.773 -0.901 -0.76
Si -0.69943 0.85602 -0.13736 -0.779 0.756 -2.272 0.49
H -2.31113 2.36332 1.09332 1.044 -1.052 0.419 0.31
H -2.39822 0.65275 1.58799 0.559 0.531 -0.724 0.32
H -1.20789 1.55758 2.30490 0.820 0.605 0.158 0.40
H -1.55194 -0.85673 -1.73278 0.936 -2.480 -0.780 0.42
H -2.91928 -0.25128 -0.83104 0.008 -0.031 -0.230 0.31
H -2.31173 0.52877 -2.39908 0.465 -0.371 1.871 0.31
H -0.25122 2.91300 -1.79935 -0.090 -0.213 0.685 0.33
H 1.14157 2.81138 -0.66367 -0.479 -0.264 -0.244 0.37
H 0.96266 1.78831 -2.10327 0.262 -0.614 0.029 0.43
H -0.44679 -2.45331 0.16096 0.574 0.130 -0.072 0.33
H 0.61533 -1.75097 -1.03466 0.394 -0.012 -1.302 0.44
H 0.37807 -0.68868 1.79388 -0.880 0.400 -0.893 0.51
H 2.07273 -3.27467 0.04600 -0.841 1.514 1.237 0.35
H 1.36960 -2.81629 1.51499 0.371 -0.191 1.025 0.32
H 2.04305 0.68329 1.36144 0.299 -1.235 -0.667 0.32
H 2.25564 -1.54136 0.56566 0.332 -0.340 1.002 0.46
H 2.04023 0.68418 -0.25937 -0.134 -2.001 1.603 0.26


No. 5
46
Properties=species:S:1:pos:R:3:forces:R:3:mulliken_spin:R:1 method="wB97M-V/def2-TZVPD" lumo_ev="-7.51 / -9.58" charge=+2 homo_energy_ev="-13.45 / -13.44" multiplicity=3
Au 0.25090 -0.14674 -0.90510 0.265 0.402 -0.366 0.45
C 5.04390 2.43881 -1.06450 -0.087 0.047 0.027 0.00
S 3.61003 3.27600 -1.74072 -0.405 -0.251 -0.071 0.19
C 2.35159 2.12040 -1.51699 1.375 -0.919 0.864 -0.08
S 2.61304 0.62070 -0.73647 -0.469 0.214 -0.305 0.41
N 1.19505 2.55918 -2.01569 -0.958 1.262 -0.916 0.45
N 0.15124 1.78393 -1.90089 0.485 -1.098 0.698 0.02
C -0.98779 2.13148 -2.42226 -0.240 0.445 -0.310 0.19
C -2.12404 1.26221 -2.25050 -0.271 -0.076 -0.007 0.03
C -3.37178 1.58516 -2.77567 0.243 0.114 -0.014 0.07
C -4.43295 0.71746 -2.56029 -0.151 -0.197 0.094 -0.03
C -4.21894 -0.44057 -1.83243 -0.020 0.174 -0.112 0.07
C -2.93799 -0.70115 -1.34497 0.108 0.014 0.044 0.01
N -1.92763 0.12469 -1.54603 0.121 -0.211 0.038 0.13
H 5.89580 3.07191 -1.30322 -0.018 0.032 -0.014 0.00
H 5.16426 1.46001 -1.52752 0.005 0.008 -0.012 0.00
H 4.94741 2.34350 0.01656 -0.005 -0.038 -0.006 0.01
H -1.08043 3.05942 -2.98219 0.086 0.003 0.064 -0.01
H -3.50071 2.49759 -3.34340 -0.004 0.001 0.021 0.00
H -5.41482 0.94418 -2.95302 0.014 0.011 -0.013 0.00
H -5.01811 -1.14230 -1.64008 -0.009 0.008 -0.008 0.00
H -2.71962 -1.59783 -0.77801 -0.042 -0.001 -0.009 0.01
Br 0.24622 3.83113 5.53363 -0.024 -0.093 -0.128 0.00
C 0.17478 2.43315 4.27328 0.016 0.018 0.069 0.00
C 0.62323 1.16757 4.63192 -0.024 0.092 0.075 0.00
C 0.58725 0.14027 3.71051 -0.105 -0.134 -0.274 0.00
C 0.09848 0.36346 2.41859 -0.027 0.392 0.750 0.00
C -0.33378 1.64617 2.07212 0.031 -0.362 -0.119 0.00
C -0.30836 2.67379 2.99265 0.023 0.125 0.116 0.00
N 0.08987 -0.63821 1.44369 -0.019 -0.327 -0.529 0.01
C 0.02403 -1.88436 1.67319 -0.107 0.375 0.486 0.00
C 0.20171 -2.84939 0.58524 0.017 -0.361 -0.332 0.01
C 0.29929 -4.20696 0.85183 -0.031 0.110 -0.003 0.00
C 0.54439 -5.08640 -0.19410 0.001 0.008 -0.060 0.00
C 0.66491 -4.58552 -1.47895 -0.028 0.030 0.050 0.00
C 0.53537 -3.21804 -1.67493 -0.027 -0.096 -0.088 0.00
N 0.31386 -2.37493 -0.66954 0.079 0.222 0.258 0.06
H 1.00500 0.99180 5.62797 0.014 0.011 -0.011 0.00
H 0.96695 -0.83565 3.98571 0.033 0.024 0.027 0.00
H -0.71891 1.81997 1.07350 0.018 0.028 -0.019 0.00
H -0.64919 3.66352 2.72167 -0.019 -0.013 0.017 0.00
H -0.15742 -2.28600 2.67099 0.129 -0.022 0.005 0.00
H 0.19771 -4.56591 1.86741 0.005 0.025 0.007 0.00
H 0.64270 -6.14694 -0.00641 -0.012 0.000 0.009 0.00
H 0.85625 -5.23384 -2.32184 -0.003 0.009 -0.006 0.00
H 0.60726 -2.78676 -2.66476 0.037 -0.005 0.010 0.00


No. 6
51
Properties=species:S:1:pos:R:3:forces:R:3:mulliken_spin:R:1 method="wB97M-V/def2-TZVPD" lumo_ev="3.00 / 3.00" relative_energy_ev=0.591 charge=-2 homo_energy_ev="-2.41 / -2.24" multiplicity=2
Re -1.42222 1.40249 0.47729 0.571 1.046 -3.598 0.85
Se -3.91675 6.03460 1.40240 0.080 -0.036 -0.087 0.00
Sb -4.11243 3.87033 0.36910 -0.416 0.306 0.643 0.00
Se -3.22556 1.89453 1.83714 -1.084 0.213 0.919 0.31
Se -2.01283 3.09511 -0.95215 0.135 0.484 0.042 -0.16
Se -6.17973 3.43219 -0.78725 0.118 -0.133 -0.121 -0.02
F -2.65490 -1.08747 1.85233 0.039 -0.665 0.202 0.00
B -2.40957 -2.44510 2.20439 -0.018 0.206 0.008 -0.01
F -3.20858 -2.80586 3.29609 0.088 -0.014 -0.126 0.00
F -1.04051 -2.61610 2.52816 -0.096 0.004 -0.009 0.00
F -2.70831 -3.26505 1.08349 0.049 0.041 0.071 0.00
N -1.84836 -3.37556 -1.80958 0.114 0.153 -0.121 0.00
C -2.51990 -2.18780 -1.61168 -0.067 -0.054 -0.087 0.00
C -1.88349 -1.13074 -0.94523 0.044 -0.130 0.084 0.00
N -2.49918 0.01973 -0.74292 0.425 -0.614 0.352 0.03
C -3.74952 0.15654 -1.21479 -0.244 0.205 -0.015 0.01
C -4.34419 -0.88744 -1.87645 0.056 -0.088 -0.032 -0.01
N -3.74601 -2.06517 -2.08643 -0.020 0.039 0.032 0.01
H -1.16340 -3.57621 -1.09719 -0.095 -0.075 0.091 0.00
H -2.47236 -4.14504 -1.99090 -0.031 -0.015 0.075 0.00
H -0.89068 -1.26626 -0.53775 0.015 0.099 0.009 -0.01
H -4.26681 1.09315 -1.06395 -0.004 -0.008 0.077 0.01
H -5.35970 -0.78200 -2.23694 0.033 0.056 -0.027 0.00
Br 2.85472 -0.59325 -0.29171 -0.017 -0.029 -0.056 0.00
C 2.90432 0.01755 -2.08900 -0.029 0.074 -0.118 0.00
C 4.07860 -0.24232 -2.78765 -0.028 0.002 -0.015 0.00
C 4.20307 0.15686 -4.10754 0.080 -0.005 0.004 0.00
C 3.15218 0.81062 -4.73318 -0.095 0.043 -0.035 0.00
C 1.97920 1.04556 -4.03587 0.124 -0.055 0.022 0.00
C 1.83037 0.65983 -2.70372 0.016 0.079 0.191 0.00
C 0.47442 0.97139 -2.06165 0.208 0.073 0.124 0.01
O -0.50250 0.88877 -2.80038 -0.051 -0.060 0.059 0.00
O 0.51162 1.31307 -0.83060 -0.495 -0.398 0.063 -0.01
H 4.88737 -0.76065 -2.29019 -0.011 0.006 0.005 0.00
H 5.12274 -0.04479 -4.64465 -0.014 -0.001 0.018 0.00
H 3.24153 1.12756 -5.76562 0.002 -0.003 0.021 0.00
H 1.13475 1.53152 -4.50557 -0.021 -0.031 -0.001 0.00
I 5.29816 -0.61165 5.74078 -0.113 0.025 -0.053 0.00
C 3.67017 -0.13972 4.49324 0.154 -0.017 0.103 0.00
C 2.85782 -1.16169 4.02913 -0.043 0.040 -0.108 0.00
C 1.80441 -0.84651 3.18045 0.009 -0.080 0.048 0.00
C 1.58339 0.47735 2.82171 -0.097 0.061 -0.023 -0.01
C 2.39538 1.49323 3.30893 0.004 -0.026 0.080 0.00
C 3.45172 1.18780 4.15471 -0.050 -0.022 -0.085 0.00
C 0.42939 0.79274 1.94463 0.503 -0.234 0.571 0.03
O -0.01911 1.99346 1.87235 0.157 -0.515 -0.113 -0.02
O -0.15031 -0.11367 1.30022 0.107 0.020 0.924 -0.01
H 3.03278 -2.18800 4.32020 0.018 0.011 0.007 0.00
H 1.13043 -1.61474 2.81450 -0.023 0.043 0.007 0.00
H 2.18828 2.51724 3.02697 -0.004 -0.010 -0.004 0.00
H 4.09006 1.96957 4.54234 0.015 -0.014 -0.017 0.00


| no. | F_max (eV/A) |
| --- | --- |
| 1 | 4.2 |
| 2 | 3.6 |
| 3 | 6.9 |
| 4 | 3.9 |
| 5 | 1.9 |
| 6 | 3.8 |